[1]
{"formula": "C11H25Cl2N3O2PPd", "method": "ωB97M-V/def2-TZVPD", "symbols": ["C", "C", "H", "H", "H", "O", "Cl", "Pd", "P", "C", "C", "H", "H", "H", "C", "H", "H", "H", "H", "H", "H", "C", "O", "Cl", "C", "N", "C", "C", "N", "N", "C", "C", "H", "H", "H", "H", "H", "H", "H", "H", "H", "H", "H", "H", "H"], "xyz": [[-0.07413, 1.09940, -4.74456], [0.89331, 0.76062, -3.67222], [0.44986, 1.62169, -5.55390], [-0.82906, 1.75156, -4.30101], [-0.58264, 0.17439, -5.08532], [2.09796, 0.83207, -3.74198], [-2.13415, 1.38476, -0.95904], [-0.16363, 0.43369, -1.96237], [1.03449, -1.55037, -2.04768], [2.66155, -1.41550, -1.24969], [0.30369, -2.92080, -1.07912], [0.51610, -2.44685, -4.21978], [1.94877, -3.24092, -3.48221], [2.10493, -1.61161, -4.22628], [1.44316, -2.28237, -3.66245], [-0.75610, -3.02490, -1.32061], [0.84346, -3.84001, -1.35656], [3.25180, -2.30015, -1.53428], [2.54009, -1.39784, -0.15934], [0.43314, -2.73806, -0.00214], [3.17648, -0.51184, -1.58480], [1.35300, 1.38191, -0.98253], [2.30228, 1.84709, -0.53501], [-1.52055, -1.22908, -3.22635], [0.67614, 2.74242, 2.83796], [-0.29958, 1.74412, 3.25179], [-0.28208, 1.38270, 4.65520], [-0.80188, 0.94365, 2.26440], [-0.37568, 1.01836, 1.03339], [-1.72756, -0.01529, 2.52202], [-2.60247, 0.00599, 3.65711], [-2.19798, -0.74918, 1.36967], [1.13915, 3.16512, 3.72890], [0.17274, 3.53166, 2.25194], [1.44009, 2.27350, 2.19472], [-1.20533, 1.70812, 5.15378], [-0.12191, 0.30432, 4.80563], [0.55304, 1.93036, 5.10643], [-0.15775, 1.99730, 0.80704], [-2.95193, 1.01753, 3.90269], [-3.48286, -0.60282, 3.44346], [-2.12794, -0.41772, 4.54594], [-2.68192, -0.06580, 0.64818], [-1.34748, -1.17818, 0.83372], [-2.91064, -1.51304, 1.67529]], "forces_ev_per_a": [[-1.0036, -0.1488, -0.0477], [5.0802, 0.8419, -1.7949], [0.0179, -0.1973, 0.2476], [-0.2541, 0.0591, -0.3003], [0.3788, 0.6556, -0.0069], [-3.9459, -0.4688, 1.0738], [-0.0485, 0.4647, 0.3687], [-0.2158, -0.2173, -0.2938], [1.9445, -2.1605, 0.6072], [0.0177, 0.2959, 0.0304], [-0.2964, 0.2460, -0.0841], [0.2033, -0.1932, -0.2079], [-0.1691, 0.2188, -0.1008], [-0.1802, -0.2965, 0.1035], [-0.1891, 0.2625, -0.0141], [0.1532, -0.2354, 0.1400], [-0.1850, 0.2608, 0.1382], [-0.1494, 0.2738, 0.0996], [0.0875, 0.0414, -0.2450], [-0.0274, -0.0485, -0.3521], [0.1561, -0.2052, 0.0131], [3.2457, 2.2864, 1.3637], [-2.7370, -1.4753, -1.2279], [-1.2366, -0.2044, -0.2963], [0.1396, 0.5754, -0.2714], [0.4829, -0.5342, -0.2307], [0.2938, 0.1719, 0.9336], [-0.3616, -0.1317, 0.5080], [0.0461, 1.1376, -0.9448], [-0.7305, 0.1984, -0.5269], [-0.9468, -0.2103, 1.1278], [0.0758, -0.9086, -0.0200], [-0.0904, 0.0974, -0.3043], [0.1261, -0.1134, 0.2198], [-0.1403, 0.1240, 0.3547], [0.1362, -0.0785, -0.0760], [-0.1559, 0.3102, -0.1387], [-0.3363, -0.2900, 0.0325], [0.2694, -0.4656, -0.0550], [0.2097, -0.0903, -0.1419], [0.2085, 0.0946, -0.0217], [0.0079, -0.0593, -0.0696], [0.0519, 0.0604, 0.2499], [-0.1142, 0.0121, 0.0623], [0.1817, 0.0443, 0.0985]], "homo_lumo_gap_ev": [6.9, 5.4], "charge": 3, "spin_multiplicity": 5}

***

[2]
{"formula": "CHCl3OSi", "method": "ωB97M-V/def2-TZVPD", "symbols": ["O", "C", "Si", "Cl", "Cl", "Cl", "H"], "xyz": [[-0.14477, 0.80129, -0.73287], [0.64419, 0.76396, 0.17263], [2.38048, 0.04878, -0.02328], [3.35095, 0.40987, 1.65464], [1.37828, -2.01908, 0.49324], [3.21928, 0.53843, -1.78028], [0.48589, 1.18400, 1.21040]], "forces_ev_per_a": [[-0.1188, 0.0977, 0.4878], [0.3444, 1.0085, -0.1871], [-2.4393, -2.4639, 0.3254], [1.0313, 0.3048, 0.6154], [1.5694, 1.7932, -0.9374], [0.1873, -0.4313, 0.1643], [-0.5742, -0.3089, -0.4685]], "homo_lumo_gap_ev": 9.4, "charge": 0, "smiles": "O=C[Si](Cl)(Cl)Cl"}

***

[3]
{"formula": "C2H8NS", "method": "ωB97M-V/def2-TZVPD", "symbols": ["N", "H", "H", "H", "C", "C", "S", "H", "H", "H", "H", "H"], "xyz": [[1.90180, 3.00757, -1.55967], [0.95742, 3.02655, -1.15529], [1.99760, 2.03781, -1.86871], [2.48364, 3.07267, -0.72769], [-1.49984, -1.82816, 0.37939], [-0.29059, -1.10698, 0.95454], [-0.27253, 0.67467, 0.61471], [-1.48004, -1.96835, -0.69886], [-2.40698, -1.26822, 0.61702], [-1.64580, -2.84464, 0.77398], [0.60194, -1.65724, 0.63189], [-0.34662, -1.14569, 2.03868]], "forces_ev_per_a": [[-0.3427, -0.0631, 0.2205], [0.2943, -0.1449, -0.2625], [-0.0679, 0.2435, 0.1930], [0.0808, -0.0906, -0.1125], [-0.6279, -0.3357, 0.1559], [-0.2452, -0.0395, 0.0403], [0.2305, 0.2344, -0.4575], [0.2339, 0.3629, -0.2546], [0.0054, 0.0515, -0.0521], [0.2021, -0.0090, 0.2472], [0.1514, 0.2890, 0.0489], [0.0852, -0.4985, 0.2334]], "homo_lumo_gap_ev": 6.7, "charge": -1}

***

[4]
{"formula": "C9H13N3O3S", "method": "ωB97M-V/def2-TZVPD", "symbols": ["H", "N", "C", "C", "C", "C", "N", "S", "C", "N", "C", "O", "C", "C", "C", "O", "O", "H", "H", "H", "H", "H", "H", "H", "H", "H", "H", "H", "H"], "xyz": [[3.42043, -1.52039, -0.55179], [2.81904, -2.27312, -0.91124], [1.56358, -2.03002, -0.73125], [1.20044, -0.71276, -0.27222], [-0.12954, -0.36461, -0.15593], [-0.35863, 1.11048, -0.06876], [0.79409, 1.96545, 0.29005], [-0.84180, 1.43527, -1.80860], [-1.57414, 1.63715, 0.83051], [-1.21009, 1.91785, 2.22333], [-1.23430, -1.43854, -0.39053], [-2.43127, -0.92686, -0.85211], [-0.72609, -2.75281, -1.06536], [0.58869, -2.96642, -1.17521], [1.03791, -4.27151, -1.74699], [0.34466, -5.24206, -1.66834], [2.22890, -4.28686, -2.21632], [1.83319, 0.02446, 0.03927], [0.37761, 2.66607, 0.87029], [1.32131, 2.23045, -0.59917], [-1.07903, 2.71705, -1.79616], [-2.32429, 0.79447, 0.67833], [-2.04077, 2.56188, 0.40369], [-1.95967, 2.33389, 2.81136], [-0.85669, 1.07964, 2.66552], [-1.35251, -1.82243, 0.58883], [-2.13447, -0.26721, -1.56828], [-1.39937, -3.55875, -1.21556], [2.81699, -3.68533, -1.72909]], "forces_ev_per_a": [[-0.3860, -0.3767, -0.2217], [0.4231, 0.0814, 0.7230], [2.5853, 1.6773, -0.3509], [-5.3820, -1.1979, 0.4135], [2.4434, -1.6104, -0.8757], [-1.0645, 2.8609, 0.9701], [0.3868, -1.7649, -2.0612], [0.3847, -1.0781, -1.0950], [-1.3265, -1.5015, -0.5138], [-0.1187, 0.1794, -0.0450], [1.7807, -0.2645, -0.3865], [0.3434, 1.0920, -1.7496], [0.9609, 2.3638, 1.0136], [-1.4932, -0.7676, -0.3679], [-0.9181, 0.0437, 1.6224], [-0.9592, -0.7945, -0.5321], [1.5609, -1.7927, -1.7777], [2.2759, 1.4742, 0.3975], [0.5878, 0.9901, 0.0939], [-1.0851, 0.0622, 2.0689], [-0.3357, 1.0622, 0.3622], [0.4421, 1.1725, 0.4860], [0.6864, -0.7740, 0.1782], [0.6944, -0.6172, -0.9673], [-0.0807, 0.0581, 0.2164], [-0.8068, -0.2943, 1.5304], [-1.2508, -1.1414, 1.1484], [-0.7199, -0.3868, -0.4856], [0.3716, 1.2446, 0.2055]], "homo_lumo_gap_ev": 9.1, "charge": 0, "smiles": "[H]/N=C1\\C=C([C@@](N)(S)CN)[C@@H](O)C=C1C(=O)O"}

***

[5]
{"formula": "C33H39N3O2", "method": "ωB97M-V/def2-TZVPD", "symbols": ["C", "C", "C", "N", "C", "C", "C", "C", "C", "C", "C", "C", "C", "N", "C", "C", "C", "C", "C", "C", "C", "C", "C", "H", "H", "H", "H", "H", "H", "H", "H", "H", "H", "H", "H", "H", "H", "H", "H", "H", "H", "H", "H", "H", "H", "H", "H", "H", "C", "C", "O", "C", "C", "C", "N", "C", "C", "C", "C", "C", "C", "C", "O", "H", "H", "H", "H", "H", "H", "H", "H", "H", "H", "H", "H", "H", "H"], "xyz": [[4.36566, -0.71736, 6.12581], [5.26074, -1.33030, 5.04857], [4.32548, -1.75664, 3.91543], [3.04912, -1.13008, 4.18916], [1.98167, -1.17637, 3.33944], [2.02726, -1.95630, 2.15767], [0.98071, -1.95276, 1.24704], [-0.16781, -1.14765, 1.36349], [-1.14604, -1.15980, 0.23230], [-2.05247, 0.01253, 0.25434], [-1.43037, 1.26341, 0.07398], [-2.16915, 2.39917, -0.19944], [-3.57751, 2.36939, -0.04665], [-4.31446, 3.48456, -0.34777], [-5.65072, 3.71150, 0.14547], [-6.04764, 5.11372, -0.33385], [-5.01686, 5.50676, -1.39565], [-3.87149, 4.50556, -1.25820], [-4.19419, 1.18266, 0.42217], [-3.44872, 0.01483, 0.53436], [-0.22368, -0.41480, 2.60597], [0.79929, -0.41427, 3.55650], [3.04068, -0.40125, 5.42979], [4.18868, -1.44332, 6.91935], [4.80622, 0.16709, 6.58448], [5.95659, -0.58211, 4.67265], [5.84468, -2.16794, 5.42522], [4.72602, -1.45584, 2.93458], [4.23271, -2.85569, 3.90278], [2.91635, -2.55270, 1.94358], [1.02986, -2.62540, 0.39070], [-1.60220, -2.17325, 0.12430], [-0.34091, 1.29551, 0.07325], [-1.65850, 3.29863, -0.54817], [-6.35155, 2.94867, -0.22210], [-5.69095, 3.64499, 1.24050], [-7.06580, 5.10364, -0.72289], [-5.99874, 5.81743, 0.50105], [-5.44728, 5.40148, -2.38880], [-4.67945, 6.53646, -1.28146], [-2.97959, 5.02179, -0.88098], [-3.55965, 4.09652, -2.24171], [-5.27296, 1.17738, 0.58707], [-3.94721, -0.90394, 0.85209], [-1.10598, 0.17583, 2.84935], [0.71014, 0.16027, 4.49084], [2.18338, -0.65745, 6.06721], [2.95800, 0.68705, 5.25853], [2.61014, -5.18993, -1.85844], [1.11510, -4.99744, -1.80824], [0.80593, -3.56175, -1.92944], [-0.40587, -3.20493, -1.45421], [-0.79058, -1.67687, -1.60881], [-2.21005, -1.59407, -2.22813], [0.17256, -1.01617, -2.28249], [0.20761, 0.04952, -3.02186], [1.44214, 0.55309, -3.61914], [1.49551, 1.75962, -4.37408], [2.70373, 2.17536, -4.92532], [3.87816, 1.42716, -4.74090], [3.83090, 0.26414, -3.96627], [2.62770, -0.17778, -3.40525], [-1.23667, -4.03011, -1.03415], [2.81366, -6.25590, -1.96427], [3.07588, -4.68938, -2.71198], [3.11755, -4.87744, -0.93283], [0.60419, -5.50508, -2.64131], [0.74152, -5.35655, -0.84045], [-2.91252, -2.29437, -1.74922], [-2.63949, -0.58102, -2.13630], [-2.22298, -1.81863, -3.32393], [-0.68962, 0.66910, -3.20495], [0.58797, 2.35312, -4.50484], [2.74730, 3.09003, -5.51521], [4.82005, 1.76808, -5.18324], [4.73931, -0.31049, -3.82331], [2.59951, -1.09289, -2.80276]], "forces_ev_per_a": [[-0.2279, -0.3809, 0.1731], [0.0895, 0.3647, -0.2220], [0.0842, -0.6373, -0.2397], [0.2367, -0.1089, 0.3233], [-0.5996, 0.2042, -0.8775], [0.1052, 0.0740, 0.2922], [-0.2784, 0.0405, -0.0438], [2.1270, -0.0769, 0.9865], [-1.2500, -2.1046, -1.1608], [-0.5656, 0.6932, 0.5679], [-0.2674, -0.5414, -0.6532], [-0.3637, -0.0430, 0.1173], [0.4277, -0.2843, -0.0318], [-0.4117, 0.3037, 0.0507], [-0.4633, -0.3210, 0.1398], [0.0976, -0.0101, 0.3399], [-0.2439, -0.3365, -0.3451], [1.0578, 0.4312, -0.3020], [0.2499, 0.3372, -0.2753], [0.9185, -0.1091, -0.3472], [-0.3680, -0.1655, -1.0761], [0.3944, -0.5639, -0.0981], [-0.2261, 0.9298, 0.3571], [0.0253, -0.0012, 0.0497], [-0.0273, -0.0397, -0.0256], [0.0956, 0.0145, 0.0168], [0.0183, 0.0280, -0.0240], [-0.1670, -0.0412, 0.1647], [-0.0782, 0.1766, -0.1040], [-0.3500, 0.0877, 0.0905], [0.3269, 0.3067, 0.1138], [-0.6246, 1.0749, 1.3917], [-0.1899, 0.0304, -0.2713], [-0.2334, -0.1812, 0.3337], [-0.0027, 0.0819, -0.1097], [0.1211, -0.0360, -0.0739], [0.0557, 0.1584, 0.0574], [-0.1265, -0.0965, -0.0573], [-0.0780, 0.1365, -0.0885], [-0.0065, -0.0796, -0.0342], [0.0207, -0.0355, 0.1144], [-0.2512, -0.0357, 0.3848], [0.3793, -0.0876, 0.0712], [0.1956, 0.1667, -0.2656], [0.1113, -0.0289, -0.2539], [-0.1597, -0.2512, -0.6491], [0.0773, -0.1431, -0.1634], [-0.0127, -0.1646, -0.1131], [0.4106, 0.0285, -0.0049], [-0.2161, 0.5224, 0.1498], [-0.4316, -0.2882, 0.6612], [-1.8157, -0.9981, -0.0863], [-1.5108, -0.5870, 1.2974], [-0.4390, 0.0293, -0.2314], [3.0010, 2.5472, -1.7172], [-1.6844, -1.2526, 1.6099], [1.1402, 0.1889, -0.2014], [0.0001, -0.9535, 0.5582], [0.2896, -0.1235, -0.0300], [-0.4843, 0.0851, 0.1916], [-0.3204, 0.0969, -0.1375], [0.2834, 0.3508, -0.3581], [1.9079, 1.7571, -0.6238], [-0.0373, -0.0768, -0.0310], [-0.1266, 0.0334, 0.1128], [-0.2880, 0.1289, -0.3130], [0.1161, 0.1134, 0.4144], [-0.1979, 0.0615, -0.4362], [0.3618, 0.2567, -0.0815], [0.3466, -0.3212, 0.1094], [0.4006, -0.0219, 0.8121], [0.0670, -0.2172, 0.0022], [0.2365, -0.1946, -0.0155], [-0.0650, -0.1751, 0.1476], [-0.3888, -0.1646, 0.1776], [-0.0685, 0.0110, 0.0677], [-0.1290, 0.4275, -0.2746]], "homo_lumo_gap_ev": 7.1, "charge": 0}